Entry 1:
The following is a DFT calculation (wB97M-V/def2-TZVPD) of 2 unconnected molecules or ions with the total composition C3H10NS.

LUMO in eV: -5.6
Multiplicity: 1
Total charge: +1
Relative energy (zero: lowest compared OMol25 entry of this formula, charge and spin) in kcal/mol: 39.05

Atoms and positions in Å:
C1 0.781 0.080 -0.241
C2 2.765 1.495 -0.520
N1 2.226 0.346 -0.409
H1 0.602 -0.210 0.793
H2 0.524 -0.739 -0.905
H3 0.261 1.006 -0.459
H4 2.128 2.356 -0.351
H5 3.820 1.505 -0.764
H6 2.830 -0.473 -0.331
C3 -2.218 -0.783 0.779
S1 -3.829 -1.630 0.475
H7 -2.297 -0.335 1.766
H8 -1.456 -1.562 0.826
H9 -1.960 -0.080 -0.003
H10 -4.176 -0.975 -0.656

---

Entry 2:
The following is a DFT calculation (wB97M-V/def2-TZVPD) of a gas-phase ion, C3H10NS2 (charge +1) in a non-equilibrium geometry.

LUMO in eV: -3.4
SMILES: C[C@@H]([NH3+])CSS
Multiplicity: 1
Total charge: +1
Relative energy (zero: lowest compared OMol25 entry of this formula, charge and spin) in kcal/mol: 16.47

Atoms and positions in Å:
N1 0.747 -0.237 1.121
C1 0.330 -0.069 -0.399
C2 1.480 0.446 -1.206
C3 -1.009 0.663 -0.497
S1 -2.495 -0.350 -0.234
S2 -2.432 -0.916 1.648
H1 0.966 -1.214 1.268
H2 1.546 0.393 1.208
H3 -0.010 0.106 1.714
H4 0.170 -1.147 -0.597
H5 2.362 -0.179 -1.330
H6 1.093 0.795 -2.169
H7 1.870 1.342 -0.691
H8 -0.988 1.541 0.180
H9 -1.071 1.117 -1.491
H10 -2.558 -2.290 1.476

---

Entry 3:
The following is a DFT calculation (wB97M-V/def2-TZVPD) of 2 unconnected molecules or ions with the total composition C3H10NS2 in a non-equilibrium geometry.

LUMO in eV: -4.7
Multiplicity: 1
Total charge: +1
Relative energy (zero: lowest compared OMol25 entry of this formula, charge and spin) in kcal/mol: 61.09

Atoms and positions in Å:
C1 -4.086 -0.309 -0.040
C2 4.616 -0.926 -0.345
C3 -3.144 0.733 -0.248
N1 -1.919 0.692 0.178
S1 3.589 0.654 -0.088
S2 1.921 0.266 0.762
H1 -4.625 -0.592 -0.891
H2 -4.857 0.155 0.581
H3 -3.684 -1.134 0.453
H4 5.592 -1.054 -0.846
H5 3.909 -1.487 -0.948
H6 4.531 -1.348 0.650
H7 -3.681 1.677 -0.726
H8 -1.280 -0.113 0.421
H9 -1.249 1.588 0.123
H10 4.365 1.198 0.965

---

Entry 4:
The following is a DFT calculation (wB97M-V/def2-TZVPD) of 2 unconnected molecules or ions with the total composition C3H10NSi in a non-equilibrium geometry.

LUMO in eV: -3.4
Multiplicity: 1
Total charge: +1
Relative energy (zero: lowest compared OMol25 entry of this formula, charge and spin) in kcal/mol: 57.61

Atoms and positions in Å:
C1 -1.084 -2.297 1.163
C2 0.104 -2.520 1.036
C3 -0.486 1.064 -0.936
N1 -0.715 0.791 0.526
Si1 1.449 0.833 -1.186
H1 -2.122 -2.259 1.299
H2 -1.034 0.477 -1.557
H3 1.141 -2.634 0.887
H4 -0.729 2.230 -1.034
H5 -0.220 -0.234 0.802
H6 -1.688 0.652 0.880
H7 -0.281 1.451 1.141
H8 2.237 1.098 -2.418
H9 1.707 1.935 -0.057
H10 1.721 -0.585 -0.545

---

Entry 5:
The following is a DFT calculation (wB97M-V/def2-TZVPD) of 2 unconnected molecules or ions with the total composition C3H10O2 in a non-equilibrium geometry.

LUMO in eV: 0.8
SMILES: CC(C)O.O
Multiplicity: 1
Total charge: 0
Relative energy (zero: lowest compared OMol25 entry of this formula, charge and spin) in kcal/mol: 9.19

Atoms and positions in Å:
C1 -0.362 -0.162 -1.435
C2 0.445 0.436 -0.283
C3 -0.466 1.066 0.738
O1 1.356 1.426 -0.851
H1 -0.043 0.154 -2.421
H2 -1.428 0.085 -1.399
H3 -0.387 -1.259 -1.400
H4 1.113 -0.220 0.279
H5 -1.154 0.340 1.166
H6 -1.092 1.891 0.398
H7 0.114 1.499 1.559
H8 1.986 0.882 -1.353
H9 -0.316 -1.552 2.224
H10 -0.014 -2.360 0.932
O2 0.248 -2.225 1.846

---

Entry 6:
The following is a DFT calculation (wB97M-V/def2-TZVPD) of 3 unconnected molecules or ions with the total composition C3H10O2 in a non-equilibrium geometry.

LUMO in eV: 0.6
SMILES: C=CC.O.O
Multiplicity: 1
Total charge: 0
Relative energy (zero: lowest compared OMol25 entry of this formula, charge and spin) in kcal/mol: 43.00

Atoms and positions in Å:
C1 0.833 -1.552 -0.464
C2 -0.099 -1.346 0.679
C3 -1.489 -1.198 0.596
H1 0.173 -1.320 -1.422
H2 1.636 -0.979 -0.446
H3 0.943 -2.601 -0.585
H4 0.312 -1.335 1.699
H5 -2.218 -1.308 1.391
H6 -1.896 -0.859 -0.356
H7 0.153 2.036 1.759
H8 0.430 3.098 0.945
O1 0.683 2.121 0.896
H9 0.593 1.458 -2.172
H10 -0.018 1.795 -0.812
O2 -0.036 1.991 -1.708

---

The following Kohn-Sham gap values (in eV) correspond, in order, to the records above: 6.001 9.150 6.559 11.574 11.111 9.768.